The following is a DFT calculation (ωB97M-V/def2-TZVPD) of a structure of composition C23H33BF4N3S2Si2Ti.

Last column: Mulliken charge in e.
CARTESIAN COORDINATES (ANGSTROEM)
Ti 0.18 -0.12 0.70  0.07
C -0.11 1.97 3.74  -0.69
C 1.24 1.46 3.36  0.41
N 1.47 0.57 2.43  0.82
C 2.81 0.25 2.35  -0.14
C 3.61 0.94 3.20  -0.46
S 2.65 1.98 4.16  -0.15
C 3.14 -0.84 1.45  -0.78
C 4.32 -1.48 1.32  -0.42
S 4.12 -2.84 0.32  -0.19
C 2.46 -2.49 0.12  0.19
N 2.08 -1.39 0.74  0.78
C 1.62 -3.43 -0.66  -1.02
H -0.66 2.28 2.86  -0.26
H -0.02 2.81 4.43  0.53
H -0.67 1.18 4.24  0.17
H 4.67 0.87 3.33  0.47
H 5.26 -1.24 1.78  0.50
H 2.08 -4.42 -0.68  0.58
H 1.51 -3.09 -1.69  0.22
H 0.63 -3.52 -0.21  0.09
C 2.23 3.52 -1.54  -1.22
Si 1.40 1.85 -1.65  0.39
C 2.80 0.59 -1.65  -0.99
C 0.50 1.62 -3.27  -0.93
C 0.22 1.70 -0.15  0.46
Si -1.48 2.56 -0.46  0.48
C -1.21 4.23 -1.26  -1.23
C -2.38 2.91 1.14  -1.33
C -2.63 1.52 -1.51  -1.12
H 2.94 3.63 -2.37  0.38
H 2.79 3.61 -0.61  0.33
H 1.53 4.35 -1.59  0.34
H 3.44 0.85 -2.49  0.55
H 2.47 -0.44 -1.80  0.15
H 3.41 0.63 -0.75  0.20
H 1.22 1.72 -4.08  0.45
H -0.29 2.35 -3.45  0.30
H 0.06 0.62 -3.36  0.20
H 0.70 2.31 0.64  0.43
H -0.58 4.87 -0.64  0.35
H -2.18 4.71 -1.36  0.39
H -0.76 4.18 -2.26  0.36
H -1.87 3.66 1.75  0.33
H -2.56 2.02 1.74  0.31
H -3.35 3.33 0.88  0.47
H -2.21 1.21 -2.47  0.37
H -3.51 2.14 -1.73  0.51
H -3.00 0.64 -0.99  0.25
F -0.17 -2.49 2.39  -0.11
B -1.06 -2.05 3.28  0.21
F -1.26 -0.14 1.74  -0.55
F -2.31 -2.43 3.22  -0.18
F -0.63 -1.28 4.26  -0.20
C -0.50 -1.16 -0.97  0.29
C -1.48 -2.29 -0.99  0.23
C -1.39 -3.28 -1.97  -0.03
C -2.29 -4.33 -2.03  -0.93
C -3.32 -4.40 -1.10  0.54
C -3.45 -3.40 -0.13  -1.15
C -2.54 -2.36 -0.09  0.01
C -4.26 -5.49 -1.14  -0.14
N -5.00 -6.36 -1.17  -0.49
H -1.03 -0.24 -1.29  -0.61
H 0.29 -1.30 -1.72  0.30
H -0.60 -3.23 -2.72  0.45
H -2.20 -5.09 -2.79  0.48
H -4.26 -3.45 0.58  0.50
H -2.66 -1.60 0.67  0.50

Values from the calculation:
F_max   0.4 eV/Å
ΔE to the lowest compared entry with this formula, charge and spin   26.9 kJ/mol
Multiplicity   1
Total charge   +1
Lowest unoccupied orbital energy   -0.1315 Eh
Molecular weight   606.52 g/mol
Energy   -100948.3724 eV
HOMO   -11.32 eV

=====

The following is a DFT calculation (ωB97M-V/def2-TZVPD) of a cluster of 3 separate species, C23H33BN3O6 in total.

Last column: Mulliken charge in e.
CARTESIAN COORDINATES (ANGSTROEM)
C 2.37 -5.14 -1.09  -0.66
O 1.83 -4.83 -2.35  -0.37
C 2.10 -3.53 -2.80  -1.12
C 1.28 -2.47 -2.06  0.41
C -0.21 -2.57 -2.43  -0.54
C -1.22 -2.37 -1.31  -0.22
C -1.39 -0.95 -0.79  -0.83
N -0.15 -0.36 -0.25  0.37
C 0.63 0.44 -0.87  -0.23
C 1.78 0.88 -0.03  -0.04
B 2.32 2.38 -0.26  0.47
C 3.00 3.17 0.90  -1.04
O 2.15 2.98 -1.47  -0.52
C 1.20 0.59 1.38  -0.82
C 0.36 -0.65 1.11  -0.51
H 2.56 -6.21 -1.07  0.25
H 1.68 -4.90 -0.28  0.19
H 3.32 -4.62 -0.92  0.33
H 1.83 -3.51 -3.86  0.41
H 3.17 -3.30 -2.73  0.47
H 1.41 -2.63 -0.98  -0.16
H 1.70 -1.50 -2.30  0.16
H -0.38 -3.57 -2.83  0.45
H -0.45 -1.88 -3.26  0.32
H -1.01 -3.06 -0.49  0.28
H -2.21 -2.62 -1.69  0.01
H -2.12 -0.93 0.02  0.27
H -1.75 -0.29 -1.58  0.33
H 0.38 0.77 -1.87  0.33
H 2.60 0.17 -0.20  0.20
H 3.34 2.55 1.72  0.34
H 2.31 3.90 1.32  0.32
H 3.84 3.75 0.52  0.33
H 2.06 2.43 -2.25  0.31
H 0.55 1.41 1.68  0.33
H 1.96 0.42 2.14  0.50
H 1.00 -1.54 1.03  0.21
H -0.45 -0.87 1.80  0.42
C 2.33 7.84 6.41  -0.45
C 2.58 6.47 6.37  -0.42
C 3.19 5.91 5.26  -0.34
C 3.53 6.74 4.21  0.18
C 3.29 8.10 4.22  -0.39
C 2.68 8.65 5.34  -0.40
N 4.18 6.15 3.02  1.01
O 4.35 4.95 3.01  -0.59
O 4.50 6.90 2.13  -0.60
H 1.86 8.27 7.29  0.38
H 2.32 5.85 7.21  0.37
H 3.40 4.85 5.20  0.44
H 3.57 8.71 3.38  0.45
H 2.48 9.71 5.38  0.38
C -7.47 -5.63 -2.58  -0.44
C -7.32 -4.58 -1.68  -0.48
C -6.34 -3.63 -1.88  -0.33
C -5.51 -3.76 -2.99  0.26
C -5.64 -4.79 -3.90  -0.39
C -6.63 -5.74 -3.68  -0.45
N -4.47 -2.75 -3.21  1.03
O -4.34 -1.86 -2.39  -0.62
O -3.77 -2.86 -4.20  -0.60
H -8.24 -6.37 -2.42  0.39
H -7.98 -4.50 -0.83  0.38
H -6.21 -2.79 -1.21  0.45
H -4.97 -4.85 -4.74  0.46
H -6.74 -6.56 -4.38  0.38

Values from the calculation:
F_max   0.5 eV/Å
ΔE to the lowest compared entry with this formula, charge and spin   0.0 kJ/mol
Multiplicity   1
Total charge   +1
Lowest unoccupied orbital energy   -0.1264 Eh
Molecular weight   458.34 g/mol
Energy   -41807.6809 eV
HOMO   -11.73 eV

=====

The following is a DFT calculation (ωB97M-V/def2-TZVPD) of the ion C23H33F3NO2Si2 with charge +1 at a distorted geometry.

Last column: Mulliken charge in e.
CARTESIAN COORDINATES (ANGSTROEM)
C -1.50 -1.04 -2.26  -1.15
C -1.23 -0.28 -0.99  -0.14
C -0.45 -0.95 0.08  -0.29
C 1.02 -1.41 0.27  1.73
C 1.73 -1.99 -0.99  0.41
C 1.67 -1.15 -2.10  -0.91
C 2.01 -1.65 -3.35  -0.77
C 2.69 -2.87 -3.42  -0.57
C 2.99 -3.62 -2.27  -0.97
C 2.49 -3.16 -1.05  -0.36
C 1.50 -2.27 1.55  -0.06
C 2.05 -1.53 2.59  -0.32
C 2.68 -2.10 3.68  -1.20
C 2.73 -3.48 3.73  0.36
C 3.54 -4.13 4.83  0.89
F 3.26 -5.48 4.96  -0.26
F 3.25 -3.53 6.02  -0.26
F 4.89 -3.99 4.64  -0.25
C 2.14 -4.29 2.79  -1.10
C 1.52 -3.67 1.69  -0.11
N -1.76 1.02 -1.11  0.31
O -0.69 1.78 -1.60  -0.34
Si 0.08 2.95 -0.63  0.55
C -0.94 4.36 0.08  -0.91
C 1.21 3.53 -1.99  -1.11
C 0.98 2.13 0.81  -0.95
O -2.22 1.66 0.06  -0.42
Si -3.83 2.42 -0.27  0.60
C -4.18 3.40 1.27  -1.09
C -3.70 3.50 -1.79  -1.12
C -5.04 1.05 -0.51  -1.11
H -1.82 -2.07 -2.08  0.43
H -2.24 -0.46 -2.82  0.44
H -0.63 -1.09 -2.89  0.17
H -0.84 -2.00 0.11  0.47
H -0.39 -0.34 1.00  0.58
H 1.46 -0.37 0.46  -0.79
H 1.28 -0.14 -1.95  0.86
H 1.83 -1.02 -4.21  0.47
H 3.03 -3.21 -4.41  0.38
H 3.68 -4.46 -2.33  0.43
H 2.72 -3.79 -0.18  0.62
H 1.99 -0.43 2.53  0.34
H 3.21 -1.49 4.39  0.43
H 2.22 -5.36 2.81  0.47
H 1.05 -4.31 0.92  0.60
H -0.23 5.18 0.27  0.41
H -1.71 4.76 -0.60  0.20
H -1.39 4.10 1.05  0.12
H 2.01 4.17 -1.59  0.37
H 1.67 2.68 -2.50  0.32
H 0.65 4.11 -2.74  0.29
H 1.36 2.95 1.44  0.62
H 0.30 1.54 1.44  0.25
H 1.84 1.54 0.45  0.28
H -5.14 3.92 1.16  0.39
H -4.29 2.75 2.14  0.32
H -3.44 4.18 1.50  0.35
H -4.69 3.55 -2.26  0.48
H -3.41 4.53 -1.59  0.35
H -3.01 3.09 -2.54  0.35
H -5.97 1.47 -0.93  0.38
H -4.68 0.29 -1.21  0.28
H -5.29 0.57 0.44  0.28

Values from the calculation:
F_max   4.9 eV/Å
ΔE to the lowest compared entry with this formula, charge and spin   182.7 kJ/mol
Multiplicity   1
Total charge   +1
Lowest unoccupied orbital energy   -0.2161 Eh
Molecular weight   468.69 g/mol
SMILES   CC(C[C@H](c1ccccc1)c1ccc(C(F)(F)F)cc1)=[N+](O[Si](C)(C)C)O[Si](C)(C)C
Energy   -53870.8978 eV
HOMO   -12.13 eV

=====

The following is a DFT calculation (ωB97M-V/def2-TZVPD) of a structure of composition C23H33FLuNO2P2 at a distorted geometry.

Last column: Mulliken charge in e.
CARTESIAN COORDINATES (ANGSTROEM)
C 2.62 -0.56 -3.28  -1.09
C 2.06 -0.33 -1.99  1.64
N 0.72 -0.70 -1.77  -0.02
C 0.13 -1.60 -2.59  0.51
C 0.81 -2.06 -3.71  -0.70
C 2.07 -1.56 -4.07  -0.57
C 2.75 0.48 -1.04  -1.64
P 2.25 0.94 0.68  0.74
Lu -0.22 0.14 0.10  0.72
P -2.33 -1.11 -1.24  0.77
C -1.22 -2.18 -2.22  -1.20
C -1.35 1.50 1.86  0.37
C -0.85 1.35 3.14  -0.48
C -1.54 2.00 4.19  -0.62
C -2.67 2.79 3.91  -0.47
C -3.14 2.93 2.61  -0.53
C -2.45 2.29 1.56  -0.53
O 2.85 3.92 -3.52  -0.63
O -0.16 5.44 -0.80  -0.62
H 3.55 -0.03 -3.52  0.35
H 0.32 -2.84 -4.29  0.41
H 2.56 -1.88 -4.99  0.39
C 3.56 0.03 1.52  -1.33
C 2.66 2.71 1.05  -1.05
H -1.74 -2.45 -3.15  0.62
H -1.04 -3.10 -1.63  0.46
H 2.94 3.51 -2.67  0.31
H 3.74 0.90 -1.43  0.14
C -3.38 -2.26 -0.39  -1.44
C -3.37 -0.38 -2.52  -1.48
H 0.04 0.75 3.35  0.31
H -1.18 1.89 5.22  0.36
H -3.19 3.30 4.72  0.36
H -4.03 3.53 2.35  0.37
H -2.83 2.43 0.55  0.32
H -2.02 0.91 -0.46  -0.76
H -0.03 5.08 0.13  0.34
H 0.53 5.14 -1.40  0.31
H 1.89 3.73 -3.68  0.31
H -1.73 0.84 -1.28  0.44
H 4.49 0.57 1.29  0.42
H 3.39 -0.05 2.60  0.40
H 3.56 -0.98 1.08  0.31
H 3.70 2.95 0.80  0.42
H 1.97 3.39 0.52  0.06
H 2.50 2.87 2.13  0.39
H -3.98 -1.15 -3.00  0.44
H -4.05 0.37 -2.09  0.39
H -2.78 0.13 -3.30  0.40
H -3.98 -2.82 -1.11  0.44
H -2.78 -2.94 0.22  0.36
H -4.05 -1.70 0.27  0.39
F 0.80 -5.46 3.10  -0.35
C 0.58 -4.26 2.46  0.33
C 1.37 -3.93 1.36  -0.75
C 1.12 -2.70 0.72  -0.34
C 0.11 -1.85 1.14  0.36
C -0.64 -2.20 2.26  0.05
C -0.41 -3.41 2.93  -0.67
H 2.15 -4.60 1.01  0.46
H 1.76 -2.44 -0.13  0.27
H -1.41 -1.52 2.63  0.40
H -1.00 -3.70 3.81  0.42

Values from the calculation:
F_max   3.5 eV/Å
ΔE to the lowest compared entry with this formula, charge and spin   212.3 kJ/mol
Multiplicity   1
Total charge   0
Lowest unoccupied orbital energy   -0.0164 Eh
Molecular weight   611.44 g/mol
Energy   -84883.1201 eV
HOMO   -6.93 eV

=====

The following is a DFT calculation (ωB97M-V/def2-TZVPD) of a cluster of 3 separate species, C23H33N4O8 in total at a distorted geometry.

Last column: Mulliken charge in e.
CARTESIAN COORDINATES (ANGSTROEM)
C -2.76 -4.23 0.14  -1.05
C -2.44 -4.70 -1.29  -0.72
C -2.16 -3.54 -2.26  -0.30
N -0.73 -3.16 -2.28  0.37
O -0.15 -3.56 -3.52  -0.49
C -0.41 -1.86 -1.93  -0.13
N -0.31 -0.82 -2.79  0.02
C -0.97 -0.88 -4.10  -0.56
C -1.14 0.57 -4.59  0.14
O -0.35 0.98 -5.40  -0.59
C -2.25 1.40 -4.05  0.49
C -3.01 1.00 -2.96  0.04
C -4.02 1.82 -2.47  -0.82
C -4.27 3.04 -3.09  -0.40
C -3.52 3.43 -4.19  -0.55
C -2.51 2.62 -4.67  -0.64
N -0.21 -1.66 -0.65  0.11
C -0.03 -0.36 -0.04  0.21
C 1.20 -0.04 0.51  -0.70
C 1.31 1.21 1.11  -0.50
C 0.20 2.04 1.12  -0.44
C -0.97 1.61 0.51  -0.66
N -1.10 0.41 -0.07  -0.22
H -3.19 -3.22 0.15  0.28
H -1.88 -4.24 0.78  0.27
H -3.49 -4.89 0.60  0.36
H -1.56 -5.34 -1.27  0.30
H -3.30 -5.24 -1.69  0.43
H -2.48 -3.78 -3.27  0.43
H -2.73 -2.67 -1.93  0.20
H 0.68 -3.09 -3.62  0.38
H 0.61 -0.39 -2.83  0.29
H -0.36 -1.38 -4.85  0.47
H -1.94 -1.35 -4.02  0.46
H -2.84 0.06 -2.45  0.25
H -4.60 1.49 -1.62  0.45
H -5.06 3.67 -2.71  0.41
H -3.73 4.38 -4.67  0.41
H -1.91 2.91 -5.52  0.47
H -0.18 -2.48 -0.05  0.36
H 2.02 -0.74 0.47  0.53
H 2.25 1.51 1.57  0.66
H 0.24 3.01 1.59  0.50
H -1.84 2.26 0.49  0.46
C 0.15 3.35 7.18  -0.64
O -0.24 3.01 5.85  -0.31
C -0.71 1.78 5.71  0.75
O -0.81 0.95 6.57  -0.53
O -1.04 1.60 4.42  -0.22
C -1.56 0.30 4.14  -0.62
H 0.50 4.38 7.14  0.22
H -0.70 3.27 7.86  0.30
H 0.95 2.69 7.52  0.30
H -2.47 0.11 4.71  0.35
H -0.82 -0.47 4.36  0.31
H -1.78 0.30 3.07  0.11
C 6.85 -1.27 2.74  -0.62
O 7.12 -0.63 1.49  -0.33
C 6.19 0.23 1.10  0.84
O 5.18 0.50 1.69  -0.55
O 6.57 0.76 -0.06  -0.32
C 5.68 1.74 -0.60  -0.53
H 7.69 -1.94 2.92  0.22
H 6.79 -0.53 3.54  0.30
H 5.93 -1.84 2.69  0.28
H 5.58 2.58 0.08  0.29
H 4.70 1.30 -0.79  0.19
H 6.13 2.06 -1.53  0.23

Values from the calculation:
F_max   1.4 eV/Å
ΔE to the lowest compared entry with this formula, charge and spin   278.5 kJ/mol
Multiplicity   1
Total charge   +1
Lowest unoccupied orbital energy   -0.1244 Eh
Molecular weight   493.54 g/mol
Energy   -46718.9112 eV
HOMO   -12.20 eV

=====

The following is a DFT calculation (ωB97M-V/def2-TZVPD) of an isolated molecule of C23H33N5O2.

Last column: Mulliken charge in e.
CARTESIAN COORDINATES (ANGSTROEM)
C 5.70 2.80 -0.53  -1.34
C 4.84 1.99 0.43  -0.32
C 3.82 1.13 -0.31  -0.29
C 2.95 0.33 0.66  -0.98
N 1.94 -0.46 -0.01  0.89
C 2.41 -1.64 -0.72  -0.99
C 1.92 -2.91 -0.01  -0.93
C 0.40 -3.07 -0.09  0.72
C -0.06 -4.35 0.59  -1.60
C 0.82 0.15 -0.50  0.30
N 0.46 -0.06 -1.75  -0.29
C -0.59 0.61 -2.26  -0.18
C -0.97 0.42 -3.60  -0.54
C -1.99 1.17 -4.12  -0.58
C -2.67 2.12 -3.34  -0.58
C -2.33 2.31 -2.03  -0.72
C -1.29 1.55 -1.46  0.21
N -1.02 1.63 -0.14  -0.52
C -0.04 0.94 0.36  0.96
C 0.08 0.88 1.86  0.49
C 0.57 2.14 2.35  0.08
N 0.96 3.15 2.72  -0.68
C -1.26 0.57 2.60  -0.40
O -1.26 -0.21 3.52  -0.68
N -2.29 1.30 2.17  0.01
C -3.64 1.02 2.61  -1.03
C -4.37 0.08 1.65  -0.48
C -3.62 -1.25 1.47  -0.85
O -2.57 -1.18 0.53  0.10
C -2.98 -1.36 -0.80  -0.84
H 6.42 3.40 0.02  0.40
H 5.09 3.46 -1.13  0.33
H 6.25 2.14 -1.20  0.34
H 4.31 2.67 1.11  0.33
H 5.48 1.35 1.04  0.33
H 4.34 0.46 -1.00  0.34
H 3.17 1.77 -0.91  0.26
H 2.49 1.04 1.35  0.05
H 3.58 -0.36 1.25  0.40
H 2.05 -1.62 -1.75  0.46
H 3.51 -1.64 -0.74  0.47
H 2.40 -3.77 -0.47  0.45
H 2.22 -2.87 1.04  0.26
H -0.09 -2.22 0.38  -0.33
H 0.11 -3.09 -1.15  0.24
H 0.39 -5.23 0.12  0.41
H 0.22 -4.35 1.64  0.35
H -1.14 -4.45 0.52  0.38
H -0.43 -0.30 -4.19  0.48
H -2.28 1.04 -5.15  0.42
H -3.46 2.70 -3.79  0.41
H -2.84 3.04 -1.41  0.50
H 0.76 0.07 2.15  0.40
H -2.16 1.77 1.27  0.29
H -4.18 1.97 2.69  0.37
H -3.57 0.56 3.60  0.45
H -5.37 -0.12 2.06  0.42
H -4.49 0.56 0.68  0.22
H -4.33 -2.04 1.18  0.47
H -3.15 -1.54 2.42  0.39
H -3.59 -0.52 -1.16  0.28
H -3.55 -2.29 -0.92  0.45
H -2.07 -1.41 -1.40  0.03

Values from the calculation:
F_max   0.9 eV/Å
ΔE to the lowest compared entry with this formula, charge and spin   179.1 kJ/mol
Multiplicity   1
Total charge   0
Lowest unoccupied orbital energy   -0.0140 Eh
Molecular weight   411.55 g/mol
SMILES   CCCCN(CCCC)c1nc2ccccc2nc1[C@@H](C#N)C(=O)NCCCOC
Energy   -35932.4545 eV
HOMO   -8.31 eV